C32H45AgN4O2 | ωB97M-V/def2-TZVPD

For the frontier orbital gap (alpha / beta), the calculation gives 5.627 / 5.557 eV. For the molar mass, the calculation gives 625.61 g mol⁻¹.

Each line ends with the Mulliken charge.
Geometry (Å):
Ag (0.14, -2.71, -0.39)  0.2113
O (2.31, -1.86, -0.68)  -1.0120
O (-2.20, -1.99, -0.44)  -0.7645
N (0.06, -0.43, -0.14)  -0.8668
N (0.09, -5.01, -0.29)  -0.3108
N (0.04, -7.78, -0.25)  -0.5998
N (-2.27, -7.75, -0.12)  -0.4385
C (-2.88, 3.46, -1.11)  1.9692
C (1.63, 4.18, 1.45)  -2.2101
C (2.68, 2.04, 0.61)  -0.8790
C (4.98, -0.91, -0.39)  2.0833
C (5.00, -1.36, -1.86)  -1.6647
C (-4.37, 3.82, -1.09)  -2.2786
C (3.72, 3.32, 2.49)  -1.7187
C (-5.67, -1.29, -0.62)  -1.5826
C (-1.37, 1.51, -0.65)  0.2420
C (-2.62, 2.02, -0.65)  -1.3764
C (-5.59, -0.12, 1.60)  -1.8119
C (5.02, -2.14, 0.53)  -1.4908
C (1.18, -7.10, -0.35)  -0.4214
C (3.75, 4.26, 0.16)  -1.7225
C (3.73, -0.08, -0.11)  -0.4567
C (1.26, 0.17, -0.01)  -1.1888
C (-3.57, -0.15, 0.11)  -0.0406
C (6.27, -0.12, -0.14)  -2.1486
C (2.42, -0.69, -0.28)  1.4679
C (2.94, 3.43, 1.17)  2.0574
C (1.44, 1.50, 0.45)  0.2487
C (3.81, 1.22, 0.29)  0.3425
C (-2.29, -0.78, -0.22)  0.7964
C (-1.08, -7.07, -0.18)  0.5295
C (-3.69, 1.18, -0.16)  0.7847
C (-1.05, -5.66, -0.19)  0.1281
C (-4.41, -2.26, 1.30)  -2.0053
C (-4.79, -0.95, 0.59)  1.9397
C (1.23, -5.72, -0.37)  -0.0845
C (-2.14, 4.43, -0.18)  -1.4619
C (-1.12, 0.13, -0.31)  -0.9342
C (-2.36, 3.63, -2.54)  -1.7146
H (6.35, 0.75, -0.80)  0.3951
H (-6.54, -1.87, -0.30)  0.4495
H (-2.20, -8.73, 0.09)  0.2639
H (-1.96, -5.07, -0.13)  0.1462
H (4.71, 3.80, -0.06)  0.3083
H (1.01, 3.66, 2.18)  0.3727
H (-2.49, 4.32, 0.85)  0.3488
H (7.13, -0.76, -0.34)  0.4468
H (-4.79, 3.79, -0.09)  0.3965
H (3.92, 4.31, 2.90)  0.4404
H (-5.98, 0.80, 1.17)  0.3856
H (5.90, -1.94, -2.06)  0.4413
H (-4.66, 1.64, -0.03)  0.4551
H (4.14, -2.76, 0.38)  0.1545
H (-5.12, -1.88, -1.35)  0.3385
H (1.86, 5.17, 1.85)  0.4889
H (5.01, -0.49, -2.52)  0.3461
H (2.09, -7.68, -0.42)  0.3648
H (1.05, 4.31, 0.54)  0.3291
H (-4.98, 0.14, 2.46)  0.3984
H (3.16, 2.75, 3.22)  0.3738
H (6.34, 0.22, 0.89)  0.3857
H (0.57, 2.05, 0.76)  1.1530
H (3.93, 5.26, 0.56)  0.4801
H (-3.69, -2.09, 2.10)  0.4041
H (-3.08, -7.27, 0.22)  0.2274
H (-2.31, 5.46, -0.50)  0.4963
H (-6.03, -0.38, -1.11)  0.2858
H (-2.87, 2.95, -3.22)  0.3939
H (-0.53, 2.09, -0.99)  1.2686
H (5.05, -1.83, 1.58)  0.3512
H (-1.07, 4.24, -0.19)  0.1476
H (3.20, 4.36, -0.78)  0.3609
H (-1.29, 3.44, -2.61)  0.2997
H (4.68, 2.82, 2.34)  0.3374
H (-4.49, 4.84, -1.46)  0.4309
H (-2.54, 4.66, -2.88)  0.4597
H (5.91, -2.73, 0.32)  0.4482
H (4.79, 1.66, 0.40)  0.4008
H (2.16, -5.17, -0.45)  0.4133
H (-4.00, -2.99, 0.62)  0.3069
H (-4.96, 3.16, -1.74)  0.4347
H (4.13, -1.97, -2.10)  0.3110
H (-5.32, -2.68, 1.76)  0.4823
H (-6.45, -0.70, 1.94)  0.4598